Here is C2HO2P2 as an isolated structure from the Open Molecules 2025 dataset. Energies are from ωB97M-V/def2-TZVPD.

Geometry as XYZ:
```
7
Properties=species:S:1:pos:R:3:mulliken_charge:R:1
C -1.221 0.106 -1.136 0.49
C 1.964 -0.599 1.294 -0.80
O -1.854 -0.053 -2.113 -0.56
O 0.017 -0.545 -1.005 -0.41
P -1.340 0.993 0.367 -0.33
P 0.535 -0.087 0.561 0.47
H 1.898 0.185 2.032 0.14
```

charge	-1
frontier orbital gap	0.284	hartree
HOMO level	-3.65	eV
total energy	-909.959074	hartree